C26H68BaF6HgN4O22S3 as an isolated structure in a non-equilibrium geometry. Source: the Open Molecules 2025 dataset; level of theory: ωB97M-V/def2-TZVPD.

As for the LUMO energy (spin up / spin down): -4.35 / -6.27 eV. As for the HOMO-LUMO gap (spin up / spin down): 5.975 / 4.056 eV. Its spin multiplicity is 2. For the energy, the calculation gives -4877.95937 Ha. As for the total charge: +1.

The geometry in XYZ format:
```
131
Properties=species:S:1:pos:R:3:lowdin_charge:R:1
Ba 0.36434 -3.65684 4.31475 2.05
Hg -3.94034 -2.55151 1.04021 1.33
S -3.27438 -2.07128 4.40706 0.21
O -2.78697 -1.01850 5.24113 -0.18
O -4.31726 -2.76399 5.07387 -0.06
O -3.73081 -1.72410 3.04891 -0.40
O -2.31338 -3.16571 4.35266 -0.41
C 0.61081 -0.75534 -0.24902 -0.58
F 1.57251 0.08266 0.12865 0.15
F 0.00822 -0.19034 -1.28407 0.14
F 1.05783 -1.98145 -0.58579 0.12
S -0.70942 -0.90517 1.25471 0.60
O -0.06969 -1.73627 2.23783 -0.43
O -0.88121 0.44506 1.75441 -0.30
O -2.03731 -1.33680 0.65865 -0.42
C -0.50435 -5.80761 -0.38349 -0.55
F 0.54492 -4.97056 -0.56714 0.12
F -1.35698 -5.76270 -1.43933 0.11
F -0.02636 -7.07509 -0.21296 0.13
S -1.57393 -5.27096 1.12222 0.56
O -2.34507 -4.14772 0.51434 -0.41
O -2.40274 -6.40889 1.53932 -0.28
O -0.61579 -5.02573 2.18479 -0.52
C -4.11426 1.73105 2.34915 -0.25
C -3.50731 2.82131 3.22710 -0.19
O -2.31381 2.37650 3.92100 -0.06
O -3.42797 1.43811 1.20686 -0.11
H -5.13236 1.92612 2.01224 0.14
H -4.13831 0.82617 2.95637 0.11
H -4.23693 2.83766 4.03673 0.13
H -3.44050 3.74880 2.65841 0.12
H -1.62085 2.12138 3.30755 0.04
H -2.57658 1.04566 1.41351 0.03
C -4.11843 -1.08628 -1.50167 -0.19
C -5.10632 -2.19503 -1.94140 -0.18
O -4.82718 -3.35997 -1.16477 -0.10
O -4.46393 -0.52732 -0.18694 -0.13
H -4.09241 -0.21688 -2.15860 0.12
H -3.13775 -1.56180 -1.51758 0.09
H -4.87058 -2.45593 -2.97313 0.12
H -6.11822 -1.80409 -1.83495 0.13
H -5.36529 -4.10049 -1.45403 0.12
H -3.99881 0.29079 0.00270 0.04
C -2.36143 -3.27981 -5.27011 -0.25
C -1.62074 -3.13071 -3.86076 -0.19
O -0.97386 -1.85692 -3.95270 -0.08
O -3.45841 -2.51303 -5.55221 -0.06
H -2.70493 -4.31302 -5.32098 0.11
H -1.58736 -3.04215 -5.99979 0.12
H -0.87900 -3.92925 -3.84476 0.11
H -2.26427 -3.22913 -2.98653 0.09
H -0.57372 -1.51490 -3.14989 0.05
H -3.83050 -2.54369 -6.43663 0.10
C 3.82813 3.63394 -1.62384 -0.17
C 3.78551 2.87311 -0.27547 -0.24
O 4.30315 3.63095 0.80639 -0.05
O 3.21466 4.99846 -1.63794 -0.11
H 3.22309 3.08736 -2.34721 0.09
H 4.82927 3.63359 -2.05491 0.11
H 4.49488 2.06821 -0.46788 0.10
H 2.76639 2.50506 -0.15694 0.08
H 3.57319 4.20333 1.05367 0.05
H 2.28830 4.86411 -1.42484 -0.02
C -1.99764 1.96103 -2.24300 -0.05
C -2.62602 3.28077 -1.87135 -0.44
C -4.16434 3.42760 -2.14654 -0.15
O -4.45184 4.49270 -3.04043 -0.16
C -3.86582 5.68188 -2.69121 -0.13
N -2.14317 3.62099 -0.57854 0.04
H -2.34894 1.60924 -3.21302 0.09
H -2.24045 1.22379 -1.47773 0.05
H -0.90940 2.01517 -2.27283 0.08
H -2.05092 4.04810 -2.38959 0.12
H -4.68579 3.31793 -1.19567 0.12
H -4.41432 2.52857 -2.70989 0.11
H -4.57456 6.49218 -2.86211 0.10
H -2.94585 5.72597 -3.27413 0.09
H -3.62994 5.73359 -1.62829 0.08
H -2.72440 4.39858 -0.29991 0.07
H -2.33866 2.90059 0.10182 0.05
C 4.86650 -5.39146 5.51777 -0.03
C 3.72963 -4.45363 4.93975 -0.42
C 3.72962 -4.16207 3.43418 -0.22
O 2.85480 -3.12646 3.06896 -0.31
C 2.82615 -3.14928 1.61298 -0.06
N 2.54299 -5.09806 5.35869 -0.12
H 5.86012 -4.94561 5.56297 0.08
H 5.10413 -6.32461 5.00702 0.09
H 4.70107 -5.56475 6.58112 0.08
H 3.79451 -3.50282 5.46875 0.15
H 3.47995 -5.09087 2.92126 0.14
H 4.71679 -3.73275 3.26303 0.15
H 2.43141 -2.13991 1.49698 0.08
H 2.25358 -3.98318 1.20693 0.09
H 3.77921 -3.14263 1.08409 0.10
H 2.59055 -5.35330 6.33475 0.09
H 2.37766 -5.94841 4.83940 0.09
C 0.00890 7.14436 0.04500 -0.03
C 0.87152 5.76254 0.14423 -0.39
C 0.86739 5.04857 1.52848 -0.14
O 1.82471 4.03176 1.55489 -0.19
C 1.33498 2.80680 1.83844 -0.16
N 0.55645 4.98765 -0.96554 0.03
H 0.26904 7.63607 -0.89236 0.07
H 0.03576 7.90845 0.82188 0.07
H -1.03144 6.91869 -0.18925 0.05
H 1.86726 6.17539 -0.01751 0.12
H -0.13292 4.66323 1.72594 0.12
H 1.10977 5.75853 2.31924 0.13
H 2.18571 2.13470 1.95085 0.10
H 0.65450 2.32972 1.13316 0.07
H 0.80547 2.77191 2.79055 0.09
H -0.31215 4.49422 -0.81666 0.04
H 0.33485 5.59975 -1.73776 0.10
C 3.57307 0.01455 -3.64082 -0.05
C 3.95026 -1.40804 -3.19090 -0.42
C 4.50883 -1.45022 -1.80936 -0.24
O 5.35994 -0.37449 -1.50639 -0.17
C 5.98832 -0.53909 -0.15255 -0.06
N 2.70693 -2.07616 -3.11815 0.03
H 3.14932 0.00310 -4.64502 0.08
H 4.38809 0.73317 -3.72709 0.08
H 2.69042 0.42591 -3.15112 0.07
H 4.63014 -1.89486 -3.89010 0.15
H 5.03992 -2.38067 -1.60859 0.12
H 3.72451 -1.51920 -1.05559 0.10
H 5.33706 -0.56573 0.72109 0.06
H 6.68365 0.25783 0.11112 0.09
H 6.38913 -1.53459 0.03831 0.07
H 2.09856 -1.54881 -2.50833 0.03
H 2.28769 -1.86603 -4.01268 0.07
```